Entry 1
15
Properties=species:S:1:pos:R:3 method="wB97M-V/def2-TZVPD" lumo_energy_ev="-0.615 / -0.615"
C -0.84 0.34 0.64
C 0.71 2.07 -1.30
C -0.99 -0.99 0.39
C -1.87 -1.98 0.34
C 0.38 -0.65 -0.37
C 0.67 0.42 0.61
C 1.15 1.62 -0.03
H -1.73 -2.91 -0.13
H -2.55 -2.10 1.15
H 1.03 -1.53 -0.47
H 0.13 -0.34 -1.32
H 1.27 0.14 1.39
H 2.19 1.83 0.25
H 0.68 2.44 0.40
H -0.23 1.65 -1.55

Entry 2
15
Properties=species:S:1:pos:R:3 method="wB97M-V/def2-TZVPD" lumo_energy_ev="-0.040 / -0.039"
C 1.22 -0.64 -0.97
C 0.06 -0.37 -0.01
C -0.53 -1.62 0.63
C 0.38 0.72 0.94
C -0.07 1.99 0.84
C -0.92 0.57 -0.58
C -1.02 1.88 -0.26
H 1.60 0.29 -1.39
H 0.87 -1.28 -1.79
H 2.02 -1.15 -0.43
H 0.25 -2.15 1.19
H -1.33 -1.36 1.32
H -0.92 -2.28 -0.15
H 0.20 2.81 1.49
H -1.69 2.60 -0.72

Stability ranking, top entry: entry 2; the second entry is 0.1483 hartree less favorable.

Entry 1
15
Properties=species:S:1:pos:R:3 method="wB97M-V/def2-TZVPD" lumo_energy_ev=1.236
C -1.55 1.42 -0.05
C -0.29 0.56 0.15
C 1.31 0.19 0.80
C 1.51 -0.59 -0.46
C 0.87 -1.24 0.73
C -0.51 -0.92 0.20
C 0.14 -0.25 -1.03
H -2.23 0.89 -0.75
H -2.15 1.57 0.85
H -1.38 2.39 -0.52
H 2.20 0.43 1.41
H 2.41 -0.89 -0.98
H 1.21 -2.11 1.28
H -1.45 -1.43 0.41
H -0.12 -0.06 -2.06

Entry 2
15
Properties=species:S:1:pos:R:3 method="wB97M-V/def2-TZVPD" lumo_energy_ev="-0.317 / -0.315"
C 1.96 -1.09 0.41
C 0.74 -1.13 -0.22
C 1.09 1.21 0.16
C -0.42 0.92 0.12
C 1.73 0.05 -0.48
C -0.47 -0.53 -0.03
C -1.75 -1.30 0.05
H 1.53 2.21 -0.03
H 1.16 1.23 1.32
H -0.89 1.53 0.95
H -0.81 1.25 -0.89
H 2.19 0.13 -1.49
H -2.36 -1.03 -0.88
H -2.22 -1.09 1.02
H -1.48 -2.35 0.00

Stability ranking, top entry: entry 1; the second entry is 0.0385 hartree less favorable.

Entry 1
15
Properties=species:S:1:pos:R:3 method="wB97M-V/def2-TZVPD" lumo_energy_ev=0.941
C -2.05 0.92 1.67
C -1.23 1.14 0.83
C -0.21 0.47 0.06
C 1.32 0.62 0.04
C 1.01 -0.68 -0.75
C 0.02 -1.04 0.37
C -0.16 0.09 -1.43
H -2.64 0.39 2.38
H 1.81 0.51 1.01
H 1.70 1.49 -0.52
H 1.73 -1.34 -1.24
H -0.81 -1.70 0.13
H 0.43 -1.26 1.37
H 0.09 0.90 -2.12
H -1.01 -0.51 -1.78

Entry 2
15
Properties=species:S:1:pos:R:3 method="wB97M-V/def2-TZVPD" lumo_energy_ev=0.952
C 2.58 0.67 0.23
C 1.58 1.08 -0.31
C 0.24 1.05 -0.90
C -0.29 -0.02 0.10
C -0.06 -1.47 -0.38
C -1.59 0.20 0.70
C -2.56 0.39 1.39
H 3.13 0.11 0.96
H 0.33 0.72 -1.94
H -0.33 1.98 -0.87
H 0.38 0.24 0.96
H -0.91 -1.85 -0.95
H 0.84 -1.54 -1.02
H 0.09 -2.13 0.48
H -3.41 0.55 2.00

Entry 3
15
Properties=species:S:1:pos:R:3 method="wB97M-V/def2-TZVPD" lumo_energy_ev=0.789
C 2.06 -1.48 0.59
C 1.13 -0.77 0.31
C -0.09 -0.02 0.01
C -0.92 -0.72 -1.07
C -0.90 0.26 1.29
C 0.48 1.20 -0.50
C 0.53 2.35 -0.99
H 2.80 -2.19 0.87
H -0.34 -0.89 -1.98
H -1.80 -0.11 -1.32
H -1.25 -1.68 -0.68
H -1.23 -0.70 1.70
H -0.29 0.78 2.04
H -1.77 0.87 1.05
H 1.60 3.08 -1.31

Entry 4
15
Properties=species:S:1:pos:R:3 method="wB97M-V/def2-TZVPD" lumo_energy_ev=-0.135
C -0.12 -1.56 -0.57
C -0.28 -0.13 -0.11
C 0.22 0.97 -0.94
C 0.99 0.66 0.37
C 2.27 0.11 0.07
C -1.44 0.15 0.71
C -2.40 0.37 1.40
H -0.94 -1.84 -1.24
H 0.83 -1.68 -1.10
H -0.12 -2.24 0.29
H 0.78 1.37 1.17
H 0.74 0.72 -1.86
H -0.29 1.93 -0.93
H 3.01 0.62 0.71
H -3.25 0.56 2.02

Stability ranking, top entry: entry 1; the second entry is 0.0027 hartree less favorable.

Entry 1
15
Properties=species:S:1:pos:R:3 method="wB97M-V/def2-TZVPD" lumo_energy_ev=0.996
C -1.44 -0.24 1.66
C -0.29 -0.17 0.68
C -0.02 -1.20 -0.24
C 0.54 -0.89 -1.47
C 0.87 0.43 -1.78
C 1.08 1.27 -0.69
C 0.52 0.96 0.54
H -1.22 -0.70 2.62
H -1.83 0.77 1.85
H -2.28 -0.79 1.21
H -0.23 -2.22 0.04
H 0.83 -1.66 -2.19
H 1.00 0.76 -2.80
H 1.77 2.10 -0.83
H 0.73 1.56 1.42

Entry 2
15
Properties=species:S:1:pos:R:3 method="wB97M-V/def2-TZVPD" lumo_energy_ev=1.161
C 0.45 -0.42 1.49
C 0.49 -1.27 0.47
C -0.83 -1.35 -1.87
C 0.42 -1.13 -2.22
C -0.02 0.99 1.24
C -0.23 1.22 -0.23
C 0.06 -0.79 -0.83
H 0.73 -0.69 2.49
H 0.82 -2.29 0.59
H -1.81 -1.68 -2.10
H 1.17 -1.14 -2.97
H -0.96 1.14 1.79
H 0.72 1.69 1.66
H -1.24 1.44 -0.55
H 0.54 1.76 -0.75

Entry 3
15
Properties=species:S:1:pos:R:3 method="wB97M-V/def2-TZVPD" lumo_energy_ev=0.429
C -0.91 -0.15 -0.12
C -2.07 -0.55 -0.80
C 0.39 0.59 -0.19
C 0.63 -0.67 -0.11
C -2.27 0.04 0.59
C 0.80 2.00 -0.30
C 1.34 -1.95 -0.06
H -2.52 1.08 0.73
H -2.65 -0.64 1.35
H 1.74 2.08 -0.85
H 0.95 2.42 0.70
H 0.03 2.57 -0.80
H 2.40 -1.77 0.08
H 1.17 -2.49 -0.99
H 0.96 -2.56 0.76

Stability ranking, top entry: entry 1; the second entry is 0.1450 hartree less favorable.

Entry 1
15
Properties=species:S:1:pos:R:3 method="wB97M-V/def2-TZVPD" lumo_energy_ev=1.024
C 0.95 2.31 0.71
C 1.14 1.65 -0.28
C 0.85 0.46 -1.09
C 0.28 -0.58 -0.07
C -0.57 -1.69 -0.70
C -0.55 0.06 0.96
C -1.27 0.52 1.81
H 0.52 2.59 1.65
H 1.72 0.03 -1.61
H 0.10 0.70 -1.85
H 1.15 -1.02 0.44
H -1.40 -1.26 -1.26
H 0.02 -2.34 -1.36
H -0.99 -2.31 0.10
H -1.95 0.88 2.55

Entry 2
15
Properties=species:S:1:pos:R:3 method="wB97M-V/def2-TZVPD" lumo_energy_ev=1.008
C 3.21 1.74 -0.07
C 2.21 1.12 0.23
C 1.02 0.42 0.64
C -0.04 0.56 -0.43
C -1.11 -0.47 -0.05
C -1.74 -1.33 0.71
C -2.17 -1.31 -0.69
H 3.99 2.50 -0.12
H 0.97 -0.72 0.76
H 0.60 0.73 1.64
H -0.50 1.52 -0.57
H 0.41 0.23 -1.39
H -1.80 -1.89 1.52
H -1.87 -2.17 -1.34
H -3.20 -0.92 -0.84

Stability ranking, top entry: entry 1; the second entry is 0.0298 hartree less favorable.

Entry 1
24
Properties=species:S:1:pos:R:3 method="wB97M-V/def2-TZVPD" lumo_energy_ev=-1.227
C -0.76 2.10 -0.14
C -0.16 1.25 -2.34
C 0.13 1.30 0.47
C 0.76 0.36 -1.71
C -1.03 2.08 -1.53
C 0.83 0.39 -0.33
C 1.78 -3.22 2.55
C 1.31 -1.48 1.04
C -2.11 3.02 -1.93
N 2.10 -2.16 1.77
N 0.02 -1.53 1.17
N 2.40 -3.34 3.66
O -1.33 -2.80 -0.40
O 1.76 -0.52 0.22
S -1.30 -2.10 0.84
H -1.34 2.85 0.29
H -0.26 1.24 -3.41
H 0.11 1.20 1.55
H 1.45 -0.39 -2.15
H 0.95 -3.83 2.19
H -2.99 2.61 -1.40
H -1.98 4.02 -1.68
H -2.28 3.00 -2.99
H 1.93 -4.03 4.28

Entry 2
24
Properties=species:S:1:pos:R:3 method="wB97M-V/def2-TZVPD" lumo_energy_ev=-0.384
C 4.41 0.00 0.05
C 2.32 -0.27 1.21
C 2.22 -0.25 -1.17
C 0.97 -0.56 1.24
C 0.92 -0.69 -1.14
C 2.98 -0.08 -0.01
C 0.26 -0.77 0.07
C -1.57 1.68 -0.40
C -2.57 -0.01 -0.45
N 5.54 0.19 0.13
N -0.55 1.90 -1.08
N -3.72 0.26 0.41
O -1.85 -1.55 1.55
O -1.64 -2.45 -0.80
S -1.50 -1.37 0.12
H 2.90 -0.30 2.20
H 2.79 0.04 -2.12
H 0.38 -0.35 2.19
H 0.42 -0.84 -2.08
H -2.12 2.15 0.37
H -2.89 -0.30 -1.39
H -0.24 2.92 -0.95
H -3.51 1.10 0.88
H -3.93 -0.46 1.16

Stability ranking, top entry: entry 1; the second entry is 0.0382 hartree less favorable.

Entry 1
10
Properties=species:S:1:pos:R:3 method="wB97M-V/def2-TZVPD" lumo_energy_ev=1.109
C 4.81 -3.06 3.62
H 5.16 -3.70 2.80
H 4.62 -3.68 4.51
H 3.88 -2.55 3.32
H 5.58 -2.31 3.86
C 2.87 -1.08 4.31
H 3.70 -1.73 4.64
H 2.06 -1.70 3.90
H 3.24 -0.39 3.53
H 2.50 -0.49 5.16

Entry 2
10
Properties=species:S:1:pos:R:3 method="wB97M-V/def2-TZVPD" lumo_energy_ev=1.291
C -3.35 3.16 -0.04
H -4.14 2.43 0.21
H -2.36 2.69 0.11
H -3.44 4.03 0.62
H -3.45 3.47 -1.08
C 3.35 -3.16 0.04
H 4.11 -3.92 -0.18
H 3.06 -2.65 -0.90
H 3.75 -2.42 0.75
H 2.46 -3.64 0.47

Stability ranking, top entry: entry 2; the second entry is 0.0222 hartree less favorable.

Entry 1
24
Properties=species:S:1:pos:R:3 method="wB97M-V/def2-TZVPD" lumo_energy_ev=-1.091
C 0.69 -0.46 1.79
C -0.59 -0.62 1.42
C 1.80 -0.19 0.83
C 2.44 -1.25 0.31
C -0.78 -1.55 -1.06
C -1.09 -0.56 -0.03
C -2.31 0.30 -0.26
C 1.96 1.90 -1.16
N 3.54 -1.13 -0.59
O 4.12 -0.08 -0.70
O 3.86 -2.20 -1.04
O 0.71 2.34 0.96
O 3.17 1.98 1.34
O -0.18 -0.42 -1.12
S 1.94 1.66 0.65
H 1.01 -0.48 2.79
H -1.34 -0.89 2.15
H 1.98 -2.21 0.50
H -2.26 1.27 0.03
H -3.22 -0.15 0.23
H -2.51 0.20 -1.22
H 1.55 2.85 -1.38
H 2.97 2.10 -1.43
H 1.60 1.10 -1.71

Entry 2
24
Properties=species:S:1:pos:R:3 method="wB97M-V/def2-TZVPD" lumo_energy_ev=-1.687
C 3.35 -1.12 0.48
C 1.97 -0.25 0.24
S 1.39 -0.67 -1.53
C 0.28 0.80 -1.97
C -0.50 1.33 -0.63
C -1.37 0.51 0.26
C -1.78 -1.07 0.26
O -3.06 -1.38 -0.42
N -2.96 -2.71 -0.74
O -3.12 -3.41 0.25
C -1.89 1.58 1.41
O -2.35 1.27 2.63
O -1.78 2.93 0.76
C -0.50 2.86 0.04
O 0.51 3.74 -0.07
H 3.26 -2.09 -0.17
H 4.23 -0.46 0.09
H 3.52 -1.34 1.63
H 1.13 -0.59 0.99
H 2.11 0.91 0.39
H 0.93 1.72 -2.36
H -0.49 0.57 -2.82
H -0.93 -1.77 -0.15
H -1.94 -1.38 1.40

Stability ranking, top entry: entry 1; the second entry is 0.0088 hartree less favorable.

Entry 1
46
Properties=species:S:1:pos:R:3 method="wB97M-V/def2-TZVPD" lumo_energy_ev=0.094
C 0.41 4.71 -6.20
O 1.09 3.90 -5.25
C 0.61 3.95 -3.99
C 1.32 3.15 -3.02
C 0.90 3.15 -1.75
C -0.27 3.93 -1.36
N -0.80 4.04 -0.21
C -0.34 3.29 0.87
O 0.53 3.68 1.62
C -1.08 2.00 1.15
C -0.34 0.80 0.58
C 1.04 0.48 1.19
N 0.67 -0.95 1.17
C 1.16 -1.80 2.23
C 0.67 -3.22 2.04
C 1.30 -4.02 1.10
C 0.89 -5.31 0.86
C -0.18 -5.81 1.58
F -0.57 -7.08 1.34
C -0.85 -5.07 2.53
C -2.00 -5.65 3.30
C -0.40 -3.76 2.75
Cl -1.22 -2.83 3.96
C -0.76 -0.59 1.11
N -0.80 4.65 -2.40
N -0.40 4.68 -3.69
H 0.92 4.56 -7.15
H -0.64 4.40 -6.30
H 0.45 5.76 -5.93
H 2.18 2.58 -3.33
H 1.43 2.58 -1.00
H -1.16 1.90 2.24
H -2.09 2.06 0.75
H -0.32 0.83 -0.50
H 1.94 0.73 0.62
H 1.14 0.89 2.20
H 2.25 -1.80 2.17
H 0.89 -1.42 3.23
H 2.13 -3.61 0.54
H 1.38 -5.94 0.13
H -2.90 -5.05 3.15
H -2.21 -6.67 2.98
H -1.79 -5.65 4.37
H -1.23 -0.52 2.09
H -1.37 -1.23 0.47
H -1.59 5.23 -2.20

Entry 2
46
Properties=species:S:1:pos:R:3 method="wB97M-V/def2-TZVPD" lumo_energy_ev=-0.480
C -3.32 6.72 -4.04
O -2.62 5.49 -3.87
C -2.70 4.86 -2.65
C -1.98 3.62 -2.54
C -1.98 2.91 -1.38
C -2.68 3.34 -0.17
N -2.80 2.89 1.00
C -2.19 1.80 1.58
O -2.59 1.42 2.67
C -0.97 1.11 0.94
C -0.16 0.18 1.89
C -0.86 -1.12 2.29
N 0.39 -1.84 2.05
C 0.36 -3.22 1.57
C 1.77 -3.75 1.32
C 2.50 -4.23 2.41
C 3.79 -4.73 2.24
C 4.36 -4.76 0.97
F 5.61 -5.25 0.83
C 3.65 -4.29 -0.14
C 4.29 -4.33 -1.52
C 2.35 -3.78 0.04
Cl 1.46 -3.21 -1.34
C 0.83 -0.74 1.18
N -3.38 4.56 -0.43
N -3.38 5.35 -1.66
H -3.15 7.09 -5.05
H -4.40 6.59 -3.92
H -2.98 7.49 -3.35
H -1.46 3.24 -3.40
H -1.44 1.98 -1.41
H -1.34 0.51 0.11
H -0.29 1.87 0.55
H 0.26 0.74 2.73
H -1.22 -1.18 3.32
H -1.66 -1.41 1.61
H -0.11 -3.84 2.32
H -0.26 -3.33 0.68
H 2.07 -4.19 3.41
H 4.35 -5.09 3.09
H 4.34 -3.33 -1.94
H 5.30 -4.74 -1.51
H 3.69 -4.94 -2.20
H 0.59 -0.91 0.13
H 1.89 -0.50 1.27
H -3.90 4.95 0.34

Stability ranking, top entry: entry 1; the second entry is 0.0294 hartree less favorable.

Entry 1
26
Properties=species:S:1:pos:R:3 method="wB97M-V/def2-TZVPD" lumo_energy_ev=0.870
C -1.63 0.27 0.30
C -2.60 -0.90 0.28
C -2.30 1.61 -0.02
N -0.69 0.00 -1.30
O -0.74 0.27 1.20
H 0.84 0.97 0.59
H -1.13 0.35 -2.15
H -0.54 -1.00 -1.40
H -1.55 2.38 -0.18
H -3.17 -0.95 -0.65
H -2.05 -1.83 0.43
H -3.29 -0.79 1.11
H -2.95 1.54 -0.90
H -2.91 1.89 0.84
C 2.71 0.30 0.00
C 2.38 -1.21 0.00
N 1.50 1.10 -0.21
N 1.54 -1.68 1.08
H 2.02 -1.56 1.97
H 1.72 2.08 -0.27
H 0.33 0.48 -1.04
H 0.67 -1.16 1.13
H 3.41 0.51 -0.82
H 3.21 0.55 0.94
H 3.33 -1.76 0.02
H 1.89 -1.45 -0.95

Entry 2
26
Properties=species:S:1:pos:R:3 method="wB97M-V/def2-TZVPD" lumo_energy_ev=0.417
C -1.85 0.20 0.07
C -2.97 1.20 0.27
N -1.43 0.20 -1.34
N -2.25 -1.13 0.48
O -0.26 -0.49 -1.56
H 0.56 -0.35 -0.73
H -1.34 1.14 -1.72
H -0.99 0.49 0.70
H -1.54 -1.79 0.19
H -3.11 -1.38 0.01
H -3.81 0.97 -0.39
H -2.63 2.21 0.07
H -3.31 1.14 1.30
C 1.75 -0.22 0.50
C 2.79 -0.09 -0.38
C 1.56 -1.52 1.26
N 1.31 0.90 1.25
H 1.51 0.97 -3.31
H 1.65 1.80 0.92
H 1.41 0.83 2.25
H 3.21 0.87 -0.63
H 2.00 0.56 -2.84
H 3.26 -0.97 -0.80
H 1.89 -2.37 0.68
H 0.51 -1.63 1.51
H 2.10 -1.54 2.21

Stability ranking, top entry: entry 1; the second entry is 0.1284 hartree less favorable.

Entry 1
7
Properties=species:S:1:pos:R:3 method="wB97M-V/def2-TZVPD" lumo_energy_ev=0.471
Cl 1.56 -0.81 1.78
P 0.71 -1.07 -0.05
Cl -0.95 -2.13 0.35
C -0.02 0.72 -0.30
Br -1.30 0.76 -1.75
H -0.55 1.07 0.55
H 0.56 1.45 -0.58

Entry 2
7
Properties=species:S:1:pos:R:3 method="wB97M-V/def2-TZVPD" lumo_energy_ev="-0.791 / -1.024"
C 0.39 -0.64 0.79
P 3.19 0.74 0.81
Cl 3.92 -1.09 1.00
Cl 2.98 0.93 -1.15
Br 0.90 -1.80 -0.65
H 0.14 -1.17 1.78
H -0.40 -0.03 0.60

Entry 3
7
Properties=species:S:1:pos:R:3 method="wB97M-V/def2-TZVPD" lumo_energy_ev="-3.530 / -3.530"
C 0.09 -0.08 -0.41
P 0.56 0.13 -2.08
Cl 0.86 -1.71 -2.78
Cl -1.04 0.87 -3.01
Br 2.28 0.74 -4.87
H 0.70 -0.76 0.17
H -0.41 0.72 0.11

Entry 4
7
Properties=species:S:1:pos:R:3 method="wB97M-V/def2-TZVPD" lumo_energy_ev="-0.358 / -1.006"
C -0.62 1.27 0.24
P 1.60 -0.98 -0.20
Cl 0.54 -2.28 0.86
Cl 1.28 -1.60 -2.07
Br -1.77 0.16 1.18
H -0.17 2.06 0.80
H -0.85 1.39 -0.80

Stability ranking, top entry: entry 1; the second entry is 0.0831 hartree less favorable.